No. 1
C17H20F12LiO11 as an isolated structure at a distorted geometry, computed with the ωB97M-V functional and the def2-TZVPD basis.

Computed properties:
M = 635.25 g mol⁻¹
charge = -1
gap between HOMO and LUMO = 6.9 eV
HOMO level = -4.41 eV
calculated total energy = -2693.54626 hartree

Geometry (Å):
Li (1.105, -0.990, 0.620)
C (0.140, 0.949, 0.224)
O (0.071, 0.382, 1.327)
O (0.781, 0.334, -0.736)
O (-0.419, 2.051, 0.124)
C (-2.489, -0.945, 0.320)
C (-3.025, 0.471, 0.406)
O (-3.917, 0.506, 1.565)
C (-5.185, 0.260, 1.422)
O (-5.845, 0.096, 0.434)
C (-5.766, 0.139, 2.861)
F (-5.385, -1.085, 3.359)
F (-5.303, 1.051, 3.739)
F (-7.064, 0.120, 2.912)
H (-3.223, -1.605, -0.156)
H (-1.984, -1.399, 1.230)
H (-1.623, -0.978, -0.318)
H (-3.456, 0.937, -0.458)
H (-2.267, 1.239, 0.700)
C (-0.699, -2.104, -3.649)
C (-0.001, -1.960, -2.252)
O (0.673, -3.203, -1.942)
C (0.769, -3.656, -0.701)
O (0.648, -2.993, 0.298)
C (1.150, -5.099, -0.718)
F (1.218, -5.619, 0.541)
F (0.186, -5.716, -1.412)
F (2.296, -5.255, -1.322)
H (-1.190, -1.151, -3.823)
H (-1.396, -2.881, -3.756)
H (0.096, -2.174, -4.385)
H (-0.637, -1.790, -1.430)
H (0.709, -1.158, -2.184)
C (1.581, 3.837, -2.095)
C (2.601, 2.819, -2.069)
O (2.350, 1.911, -3.137)
C (3.323, 1.104, -3.470)
O (4.407, 1.019, -2.947)
C (2.789, 0.113, -4.619)
F (1.524, 0.356, -4.894)
F (3.457, 0.286, -5.826)
F (2.868, -1.122, -4.213)
H (0.590, 3.381, -1.751)
H (1.451, 4.334, -3.013)
H (1.828, 4.564, -1.311)
H (2.643, 2.372, -1.113)
H (3.599, 3.267, -2.243)
C (-0.550, 2.644, 3.627)
C (0.006, 1.324, 4.104)
O (1.401, 1.250, 3.990)
C (1.849, 0.082, 3.566)
O (1.231, -0.892, 3.526)
C (3.295, 0.092, 3.087)
F (3.162, -0.215, 1.770)
F (3.980, 1.219, 3.237)
F (4.084, -0.878, 3.589)
H (-1.617, 2.457, 3.435)
H (0.132, 2.907, 2.791)
H (-0.456, 3.381, 4.457)
H (-0.378, 0.526, 3.543)
H (-0.119, 1.088, 5.140)

***

No. 2
A 2-piece molecular cluster, C17H20F3NO3 overall at a distorted geometry, computed with the ωB97M-V functional and the def2-TZVPD basis.

Computed properties:
M = 343.34 g mol⁻¹
gap between HOMO and LUMO = 7.1 eV
HOMO level = -7.52 eV
calculated total energy = -1239.82618 hartree
relative energy (zero: lowest compared OMol25 entry of this formula, charge and spin) = 2.004 eV

Geometry (Å):
C (1.920, 1.124, 1.850)
C (1.004, -0.034, 1.959)
C (-0.327, -0.008, 1.540)
C (-1.097, -1.273, 1.521)
C (-2.492, -1.114, 0.922)
C (-3.104, 0.203, 1.336)
O (-2.265, 1.344, 0.977)
C (-0.909, 1.224, 0.968)
O (-0.242, 2.139, 0.502)
O (1.392, -1.151, 2.451)
H (1.526, 1.982, 2.419)
H (2.924, 0.851, 2.210)
H (1.958, 1.438, 0.796)
H (-0.552, -2.035, 0.945)
H (-1.177, -1.665, 2.547)
H (-2.433, -1.177, -0.175)
H (-3.134, -1.933, 1.262)
H (-4.042, 0.384, 0.807)
H (-3.289, 0.227, 2.422)
C (-0.310, -0.704, 5.648)
N (1.007, -0.393, 5.097)
C (1.464, 0.996, 5.248)
C (1.638, -1.340, 4.384)
C (3.111, -1.444, 4.294)
C (3.977, -0.675, 5.089)
C (5.336, -0.632, 4.798)
C (5.841, -1.437, 3.785)
C (7.282, -1.289, 3.375)
F (7.756, -2.372, 2.689)
F (7.435, -0.196, 2.554)
F (8.107, -1.097, 4.450)
C (5.027, -2.325, 3.089)
C (3.668, -2.343, 3.365)
H (-0.683, 0.167, 6.193)
H (-1.020, -0.960, 4.846)
H (-0.240, -1.563, 6.334)
H (0.585, 1.658, 5.179)
H (1.915, 1.152, 6.244)
H (2.184, 1.277, 4.469)
H (1.072, -2.272, 4.299)
H (3.592, -0.111, 5.943)
H (6.011, 0.005, 5.374)
H (5.449, -2.998, 2.348)
H (3.021, -3.038, 2.832)

***

No. 3
C17H20F3O3Pt as an isolated structure at a distorted geometry, computed with the ωB97M-V functional and the def2-TZVPD basis.

Computed properties:
M = 524.42 g mol⁻¹
charge = -1
spin multiplicity = 5
gap between HOMO and LUMO (alpha / beta) = 6.4 / 6.4 eV
HOMO level (alpha / beta) = -3.48 / -4.20 eV
calculated total energy = -1304.17856 hartree
relative energy (zero: lowest compared OMol25 entry of this formula, charge and spin) = 0.000 eV

Geometry (Å):
Pt (0.109, -1.086, 0.337)
C (0.375, -2.917, -1.013)
C (-0.721, -1.996, -1.374)
C (-0.095, -0.884, -2.120)
H (-1.782, -2.200, -1.267)
C (1.303, -1.164, -2.229)
C (1.595, -2.351, -1.512)
H (2.565, -2.835, -1.432)
H (0.199, -3.909, -0.614)
H (-0.664, -0.122, -2.637)
H (1.999, -0.610, -2.862)
C (1.406, -1.043, 2.063)
C (2.472, -1.559, 1.208)
C (2.945, -0.498, 0.390)
H (2.902, -2.546, 1.350)
C (2.178, 0.665, 0.622)
C (1.225, 0.382, 1.678)
H (0.684, 1.089, 2.288)
H (1.001, -1.482, 2.968)
H (3.841, -0.554, -0.231)
H (2.338, 1.669, 0.212)
O (-1.067, 0.492, 0.929)
C (-0.398, 3.658, -1.309)
C (-1.597, 2.829, -1.028)
C (0.506, 3.211, -2.398)
C (0.180, 4.205, -0.029)
C (-1.686, 1.158, -0.128)
H (-2.103, 2.508, -1.940)
H (-2.382, 3.353, -0.477)
H (-2.714, 1.285, 0.263)
H (-1.747, 0.546, -1.059)
H (0.959, 4.034, -2.984)
H (0.009, 2.532, -3.095)
H (1.311, 2.572, -2.002)
H (-0.023, 5.279, 0.161)
H (1.262, 4.051, 0.085)
H (-0.235, 3.650, 0.830)
F (-3.070, -4.231, 3.652)
C (-2.832, -3.113, 2.928)
F (-3.827, -2.980, 1.995)
F (-2.920, -2.030, 3.766)
C (-1.443, -3.073, 2.181)
O (-0.623, -4.006, 2.320)
O (-1.435, -1.978, 1.514)

***

No. 4
One molecule with the formula C17H20FN5O2S, computed with the ωB97M-V functional and the def2-TZVPD basis.

Computed properties:
M = 377.44 g mol⁻¹
gap between HOMO and LUMO = 8.5 eV
HOMO level = -8.33 eV
calculated total energy = -1582.17436 hartree

Geometry (Å):
O (1.939, -2.110, 1.935)
C (1.794, -0.972, 1.537)
N (1.876, 0.093, 2.429)
C (1.651, 1.404, 2.152)
S (1.676, 2.526, 3.354)
N (1.403, 1.725, 0.847)
C (1.098, 3.078, 0.515)
C (2.063, 4.071, 0.552)
C (1.731, 5.370, 0.214)
C (0.439, 5.683, -0.174)
C (-0.533, 4.699, -0.225)
C (-0.194, 3.406, 0.122)
F (-1.137, 2.443, 0.089)
C (1.366, 0.799, -0.200)
O (1.187, 1.201, -1.344)
C (1.527, -0.582, 0.169)
C (1.300, -1.586, -0.762)
N (1.164, -1.381, -2.064)
C (0.383, -2.317, -2.818)
C (-1.093, -2.152, -2.378)
N (-1.157, -2.147, -0.933)
C (-1.448, -3.449, -0.355)
C (-1.312, -3.391, 1.172)
N (-2.169, -2.379, 1.757)
C (-1.886, -1.093, 1.157)
C (-2.007, -1.109, -0.372)
H (2.050, -0.137, 3.401)
H (3.066, 3.818, 0.858)
H (2.485, 6.140, 0.254)
H (0.183, 6.698, -0.438)
H (-1.546, 4.918, -0.523)
H (1.347, -2.608, -0.409)
H (1.091, -0.390, -2.314)
H (0.492, -2.127, -3.886)
H (0.727, -3.330, -2.592)
H (-1.458, -1.195, -2.758)
H (-1.697, -2.954, -2.822)
H (-0.749, -4.181, -0.764)
H (-2.474, -3.771, -0.615)
H (-1.565, -4.362, 1.602)
H (-0.282, -3.146, 1.444)
H (-3.144, -2.623, 1.600)
H (-2.566, -0.345, 1.568)
H (-0.865, -0.824, 1.434)
H (-1.690, -0.142, -0.768)
H (-3.064, -1.271, -0.650)

***

No. 5
One molecule with the formula C17H20FNO3S2 at a distorted geometry, computed with the ωB97M-V functional and the def2-TZVPD basis.

Computed properties:
M = 369.48 g mol⁻¹
gap between HOMO and LUMO = 9.7 eV
HOMO level = -9.23 eV
calculated total energy = -1836.49911 hartree

Geometry (Å):
O (-0.074, 2.539, 0.275)
S (0.729, 2.134, 1.396)
O (2.050, 2.669, 1.516)
C (-0.183, 2.529, 2.862)
C (-1.422, 3.082, 2.962)
C (-1.829, 3.246, 4.303)
C (-0.888, 2.811, 5.184)
S (0.513, 2.198, 4.395)
N (0.821, 0.471, 1.569)
C (-0.380, -0.224, 1.162)
C (-0.476, -0.393, -0.356)
C (0.788, -1.009, -0.972)
C (0.878, -2.506, -0.607)
O (2.081, -3.117, -0.997)
C (0.752, -0.837, -2.515)
C (-0.400, -1.527, -3.187)
C (-1.627, -0.886, -3.328)
C (-2.700, -1.520, -3.929)
C (-2.574, -2.812, -4.411)
C (-1.348, -3.436, -4.282)
F (-1.195, -4.690, -4.758)
C (-0.266, -2.818, -3.684)
C (2.025, -0.258, -0.452)
C (2.037, -0.138, 1.070)
H (-2.001, 3.360, 2.100)
H (-2.774, 3.668, 4.594)
H (-0.934, 2.818, 6.254)
H (-1.228, 0.367, 1.518)
H (-0.396, -1.191, 1.673)
H (-1.347, -1.007, -0.593)
H (-0.620, 0.601, -0.780)
H (0.014, -3.034, -1.038)
H (0.840, -2.631, 0.476)
H (2.139, -3.101, -1.958)
H (0.696, 0.233, -2.725)
H (1.694, -1.204, -2.930)
H (-1.739, 0.126, -2.971)
H (-3.643, -1.004, -4.027)
H (-3.395, -3.326, -4.884)
H (0.670, -3.354, -3.631)
H (2.930, -0.776, -0.774)
H (2.031, 0.752, -0.867)
H (2.859, 0.503, 1.389)
H (2.145, -1.116, 1.545)

***

No. 6
C17H20IN2PdS2 as an isolated structure, computed with the ωB97M-V functional and the def2-TZVPD basis.

Computed properties:
M = 549.82 g mol⁻¹
charge = -1
spin multiplicity = 3
gap between HOMO and LUMO (alpha / beta) = 5.9 / 6.7 eV
HOMO level (alpha / beta) = -3.09 / -4.13 eV
calculated total energy = -1991.31902 hartree
relative energy (zero: lowest compared OMol25 entry of this formula, charge and spin) = 0.000 eV

Geometry (Å):
Pd (-0.953, -0.920, 0.760)
C (-0.887, 0.536, -2.236)
N (-0.756, 0.984, -0.851)
C (0.594, 1.475, -0.603)
C (1.652, 0.370, -0.613)
N (1.528, -0.490, 0.559)
C (1.950, 0.185, 1.782)
C (2.203, -1.737, 0.321)
C (3.541, -1.910, 0.633)
C (4.195, -3.102, 0.366)
C (3.493, -4.152, -0.205)
C (2.161, -3.999, -0.518)
C (1.492, -2.792, -0.286)
S (-0.138, -2.630, -0.826)
C (-1.789, 1.869, -0.444)
C (-1.510, 3.175, -0.034)
C (-2.497, 4.025, 0.433)
C (-3.810, 3.597, 0.496)
C (-4.115, 2.322, 0.057)
C (-3.139, 1.461, -0.416)
S (-3.746, -0.151, -0.928)
H (-0.477, 1.293, -2.921)
H (-1.933, 0.369, -2.476)
H (-0.365, -0.410, -2.382)
H (0.623, 1.930, 0.390)
H (0.876, 2.237, -1.354)
H (2.646, 0.859, -0.635)
H (1.565, -0.245, -1.513)
H (2.872, 0.775, 1.643)
H (2.108, -0.558, 2.561)
H (1.160, 0.860, 2.130)
H (4.098, -1.100, 1.084)
H (5.252, -3.199, 0.573)
H (3.993, -5.085, -0.423)
H (1.607, -4.815, -0.960)
H (-0.504, 3.565, -0.082)
H (-2.229, 5.024, 0.745)
H (-4.585, 4.238, 0.894)
H (-5.134, 1.963, 0.087)
I (-0.900, -1.578, 3.311)
C (-3.144, -1.138, 0.432)
H (-3.247, -2.189, 0.129)
H (-3.749, -0.910, 1.320)